[1]
{
  "formula": "C23H52N2O13",
  "method": "the ωB97M-V functional and the def2-TZVPD basis",
  "homo_energy_ev": -12.925,
  "charge": 2,
  "mol_weight_g_mol": 564.67,
  "multiplicity": 1,
  "homo_lumo_gap_ev": 5.363,
  "fmax_ev_per_a": 5.40,
  "total_energy_ha": -1993.72032,
  "elements": ["C", "O", "C", "C", "C", "C", "C", "C", "N", "C", "C", "C", "C", "C", "C", "N", "C", "C", "C", "C", "C", "C", "C", "C", "C", "C", "H", "H", "H", "H", "H", "H", "H", "H", "H", "H", "H", "H", "H", "H", "H", "H", "H", "H", "H", "H", "H", "H", "H", "H", "H", "H", "H", "H", "O", "H", "H", "O", "H", "H", "O", "H", "H", "O", "H", "H", "O", "H", "H", "O", "H", "H", "O", "H", "H", "O", "H", "H", "O", "H", "H", "O", "H", "H", "O", "H", "H", "O", "H", "H"],
  "coordinates": [[9.85712, -2.84528, 0.59282], [9.44996, -1.43252, 0.46603], [8.24063, -1.31418, -0.41306], [7.95008, 0.32005, -0.57434], [6.34257, 0.53866, -0.30942], [5.95842, 2.09458, 0.16416], [4.71282, 1.91899, 1.24310], [3.61086, 3.13200, 1.20022], [2.24293, 2.45314, 0.97758], [1.42265, 2.76885, -0.28383], [-0.04351, 2.03558, -0.61594], [-0.62753, 0.93453, 0.44959], [-2.01289, 0.06735, 0.30017], [-3.27209, 0.08143, 1.35257], [-4.55667, -0.92756, 1.01247], [-4.57829, -1.83117, -0.21995], [-5.73757, -2.80063, -0.52616], [-6.94951, -2.48951, -1.59446], [-8.11949, -3.65149, -1.86042], [-7.98457, -5.07547, -1.03447], [-6.79772, -5.40765, 0.07012], [-5.66483, -4.24618, 0.31201], [-3.44564, -1.85377, -1.26762], [-2.11360, -0.90687, -1.05556], [0.26040, 0.64820, 1.83736], [1.67824, 1.45329, 2.00858], [9.67346, -3.48610, -0.39018], [9.36606, -3.39862, 1.52837], [11.03740, -2.85941, 0.76598], [7.38213, -1.87413, 0.17389], [8.36019, -1.86654, -1.43773], [8.30405, 0.60250, -1.66374], [8.57300, 0.90315, 0.24271], [6.05910, -0.19247, 0.59073], [5.79183, 0.25941, -1.30777], [5.52847, 2.74464, -0.71904], [6.83240, 2.61864, 0.74034], [5.13669, 1.87725, 2.34650], [4.19881, 0.88252, 0.95860], [3.52345, 3.70654, 2.24155], [3.76912, 3.92199, 0.35172], [1.83557, 3.56489, -1.06416], [-0.65636, 2.29221, -1.58993], [-3.23604, 0.76966, 2.30489], [-5.50815, -1.02067, 1.72360], [-6.96679, -1.44729, -2.16186], [-8.98226, -3.42735, -2.65045], [-8.80504, -5.89786, -1.21659], [-6.69397, -6.40096, 0.68022], [-4.76981, -4.41641, 1.08176], [-3.52925, -2.56490, -2.22048], [-1.27385, -0.95548, -1.87995], [-0.12037, -0.13107, 2.63430], [2.30856, 1.20373, 2.99100], [-2.90754, -6.33154, -0.22615], [-2.90025, -6.76407, 0.64093], [-3.73897, -5.83387, -0.23240], [-3.91871, 3.56900, 1.12249], [-4.64706, 3.33719, 1.71808], [-3.68099, 2.72748, 0.70497], [-3.07471, 3.03266, -2.01502], [-3.09551, 3.17418, -1.05664], [-3.37655, 3.87683, -2.38280], [-0.56629, 0.40007, 4.96606], [-1.08683, 1.21593, 5.01475], [0.20635, 0.58196, 5.52187], [-5.07343, 4.81635, -3.83279], [-4.73732, 4.60778, -4.71737], [-6.03602, 4.76019, -3.92898], [-8.20140, 4.23726, -3.60540], [-8.59216, 5.01567, -3.18073], [-8.95320, 3.64009, -3.73648], [3.97528, 6.26036, 0.22460], [3.61047, 7.01439, -0.26255], [4.46748, 6.66827, 0.95284], [-2.74394, -0.95156, -4.65766], [-2.01685, -0.31124, -4.67451], [-2.98597, -1.00618, -3.72095], [7.22455, -0.62601, 3.09260], [7.01317, 0.30887, 2.95026], [7.71552, -0.87877, 2.29633], [-7.89482, 2.68541, -1.02914], [-7.53633, 2.40911, -1.88594], [-7.61562, 3.60958, -0.94572], [4.75606, -2.31887, 3.74216], [5.48315, -1.67854, 3.72531], [4.51403, -2.37349, 4.67887], [0.02657, -5.89402, 0.14467], [0.36268, -6.10258, -0.73991], [-0.93602, -5.95017, 0.04847]],
  "atomic_forces_ev_per_a": [[1.33, -1.02, 0.27], [-1.31, -1.81, -1.57], [0.06, 0.36, 1.04], [-0.24, -1.26, 0.10], [1.00, 0.61, 0.11], [-1.11, -0.78, 0.57], [0.40, -0.09, -0.10], [0.12, -0.14, 0.73], [-4.98, -1.66, -1.27], [-1.91, -2.51, 1.87], [1.90, -1.33, 3.58], [2.92, 1.48, 1.45], [-2.26, -1.75, -1.44], [0.38, -2.73, -3.80], [2.80, 0.26, -1.69], [2.30, 1.76, -0.39], [-3.02, -3.29, -0.03], [0.48, -3.04, 1.90], [3.79, -0.69, 2.95], [1.91, 2.38, 0.52], [0.54, 4.78, -2.27], [-2.76, 0.42, -2.33], [1.78, 2.97, 2.87], [-3.74, -0.42, 2.53], [1.61, 3.04, -3.50], [-2.42, -0.54, -1.95], [0.15, 1.51, 2.00], [0.79, 1.33, -2.07], [-2.66, 0.17, -0.31], [1.31, 1.21, -1.26], [0.08, 1.13, 1.85], [-0.84, -0.22, 2.37], [-1.16, -1.31, -1.76], [0.41, 1.56, -2.12], [0.72, 0.47, 2.18], [1.28, -1.25, 1.66], [-1.54, -0.94, -1.50], [-0.91, -0.15, -2.30], [0.90, 2.36, 0.86], [0.21, -1.27, -2.38], [-0.35, -1.59, 1.62], [-0.74, -1.91, 2.12], [1.41, -0.37, 2.15], [-0.27, -1.67, -2.09], [2.30, 0.19, -1.84], [0.01, -2.52, 1.37], [2.14, -0.67, 2.05], [1.85, 1.87, 0.38], [-0.47, 2.10, -1.48], [-2.20, 0.52, -1.82], [-0.14, 1.54, 2.53], [-1.81, 0.14, 2.01], [1.06, 1.89, -1.59], [-1.27, 0.89, -2.62], [-0.26, 0.17, 0.45], [0.01, -0.08, -0.25], [0.23, -0.19, -0.18], [0.11, -0.54, 0.05], [0.09, 0.22, -0.22], [-0.27, 0.18, 0.25], [0.37, -0.07, 0.48], [-0.12, 0.27, -0.47], [-0.26, -0.13, -0.11], [0.14, 0.44, -0.08], [0.13, -0.26, 0.11], [-0.27, -0.17, -0.04], [0.08, -0.17, -0.31], [-0.13, 0.14, 0.28], [0.08, -0.08, 0.10], [-0.24, 0.14, 0.11], [0.09, -0.20, -0.17], [0.25, 0.19, -0.02], [-0.06, 0.31, 0.12], [0.14, -0.24, 0.10], [-0.10, -0.12, -0.24], [0.23, 0.07, 0.58], [-0.25, -0.15, -0.16], [-0.01, 0.22, -0.47], [-0.29, 0.37, -0.28], [0.21, -0.30, 0.11], [0.16, -0.08, 0.17], [0.34, -0.03, -0.03], [-0.15, 0.31, 0.24], [-0.12, -0.33, -0.12], [-0.19, 0.37, 0.42], [0.18, -0.18, -0.16], [0.11, -0.13, -0.34], [-0.11, 0.07, -0.34], [-0.07, 0.00, 0.37], [0.17, 0.02, -0.13]],
  "lowdin_charge": [-0.129, -0.281, -0.209, -0.156, -0.209, -0.173, -0.190, -0.139, -0.093, 0.102, 0.068, -0.086, -0.075, 0.054, 0.107, -0.084, -0.174, 0.020, -0.013, -0.015, -0.020, -0.017, 0.082, 0.075, 0.071, 0.071, 0.105, 0.109, 0.113, 0.124, 0.130, 0.126, 0.125, 0.100, 0.126, 0.117, 0.121, 0.122, 0.120, 0.158, 0.106, 0.155, 0.106, 0.123, 0.164, 0.107, 0.116, 0.104, 0.108, 0.107, 0.164, 0.126, 0.110, 0.158, -0.054, 0.065, -0.002, -0.051, 0.055, -0.010, -0.070, -0.002, 0.032, -0.070, 0.048, 0.053, -0.060, 0.051, 0.008, -0.055, 0.062, 0.059, -0.070, 0.053, 0.054, -0.050, 0.046, -0.022, -0.042, 0.037, 0.027, -0.078, 0.021, 0.034, -0.080, -0.012, 0.037, -0.074, 0.042, -0.020]
}

=====

[2]
{
  "formula": "C23H53As3F2INOPtSi",
  "method": "the ωB97M-V functional and the def2-TZVPD basis",
  "homo_energy_ev": [-6.912, -6.912],
  "mol_weight_g_mol": 972.51,
  "multiplicity": 1,
  "homo_lumo_gap_ev": [7.190, 7.154],
  "fmax_ev_per_a": 0.41,
  "total_energy_ha": -8651.71360,
  "elements": ["Pt", "C", "As", "C", "C", "C", "C", "C", "As", "C", "C", "C", "As", "C", "C", "H", "H", "H", "H", "H", "H", "H", "H", "H", "H", "H", "H", "H", "H", "H", "H", "H", "H", "H", "H", "H", "H", "H", "H", "H", "H", "H", "F", "C", "F", "H", "N", "C", "O", "C", "I", "H", "H", "H", "H", "C", "Si", "C", "C", "C", "C", "C", "C", "C", "C", "H", "H", "H", "H", "H", "H", "H", "H", "H", "H", "H", "H", "H", "H", "H", "H", "H", "H", "H", "H", "H"],
  "coordinates": [[-1.25745, 0.97974, -2.02620], [-3.74901, 0.77409, 3.74858], [-2.72548, 1.05662, 2.08040], [-1.72199, 2.58004, 2.79187], [-1.29536, -0.27598, 2.39198], [-1.58942, -1.70977, 1.95275], [-2.98215, -2.14136, 2.41069], [-1.49032, -1.94264, 0.43185], [-2.26755, -0.92282, -1.06347], [-1.98078, -2.38649, -2.32161], [-4.19580, -0.99371, -0.89038], [-0.51051, -2.65899, 2.52718], [-0.26396, -3.21858, 4.41804], [-0.70971, -1.65490, 5.52070], [-1.90683, -4.24158, 4.76322], [-4.44420, -0.05881, 3.66142], [-4.32562, 1.68163, 3.93003], [-3.08580, 0.60771, 4.59950], [-1.05459, 2.24571, 3.58740], [-2.43200, 3.29805, 3.20128], [-1.16112, 3.05659, 1.99380], [-1.11455, -0.26402, 3.46579], [-0.38883, 0.09877, 1.90752], [-3.76016, -1.58969, 1.87808], [-3.11809, -1.95442, 3.47503], [-3.14078, -3.20738, 2.22967], [-1.92042, -2.93000, 0.23956], [-0.43963, -1.99871, 0.13207], [-2.42173, -3.30448, -1.93413], [-0.90660, -2.52506, -2.44740], [-2.42636, -2.14388, -3.28013], [-4.49243, -1.96786, -0.50243], [-4.61007, -0.84091, -1.88515], [-4.53646, -0.20658, -0.22095], [0.46972, -2.26801, 2.23512], [-0.59067, -3.63687, 2.03561], [-0.02124, -0.83577, 5.31931], [-0.57801, -1.95961, 6.55930], [-1.73548, -1.31486, 5.38280], [-2.05146, -4.97986, 3.97449], [-2.79453, -3.61804, 4.83977], [-1.76791, -4.77591, 5.70270], [-2.29230, 1.72543, -4.38384], [-1.98588, 0.48352, -3.82856], [-3.19783, -0.19403, -3.87001], [-1.34087, -0.01722, -4.55640], [-2.61345, 3.35839, -0.43907], [-1.21078, 3.27361, -0.38004], [-0.71898, 2.03867, -0.28174], [-0.46487, 4.39712, -0.36891], [0.88754, 2.17326, -3.16459], [-3.06546, 2.48399, -0.65333], [-2.97348, 4.14077, -0.96142], [0.60985, 4.35156, -0.31832], [-0.94285, 5.36630, -0.37644], [1.71521, -0.21888, -0.61828], [2.59804, 0.72811, -1.95866], [3.79134, 1.95490, -1.14142], [4.90223, 1.19508, -0.39636], [2.95653, 2.74868, -0.10598], [4.45338, 2.91121, -2.13822], [3.20921, -0.44217, -3.33137], [3.79553, 0.28317, -4.54452], [2.02886, -1.30445, -3.80429], [4.27624, -1.37885, -2.74283], [2.45656, -0.65562, 0.05755], [1.09785, -1.01989, -1.02284], [1.07800, 0.46229, -0.05054], [4.50508, 0.47816, 0.32477], [5.50577, 1.91608, 0.16343], [5.57464, 0.66460, -1.07111], [3.12731, 2.36538, 0.90162], [1.87955, 2.70573, -0.27387], [3.24620, 3.80151, -0.11187], [5.10643, 2.38872, -2.83846], [5.06837, 3.63206, -1.59112], [3.72054, 3.48013, -2.71429], [3.06879, 0.94946, -5.01201], [4.09699, -0.45482, -5.29463], [4.67898, 0.86952, -4.29034], [1.21947, -0.70187, -4.22053], [1.61698, -1.91597, -2.99881], [2.37708, -1.98524, -4.58726], [5.19318, -0.84902, -2.48471], [4.53735, -2.13903, -3.48564], [3.92294, -1.90172, -1.85038]],
  "atomic_forces_ev_per_a": [[-0.34, -0.17, 0.12], [-0.01, -0.02, -0.05], [0.04, 0.08, 0.04], [-0.11, -0.05, -0.07], [0.03, 0.05, -0.03], [-0.13, -0.08, -0.01], [-0.03, -0.04, 0.05], [0.11, 0.13, -0.03], [-0.29, -0.22, -0.20], [0.04, 0.01, 0.04], [0.02, 0.07, 0.09], [0.01, -0.01, 0.05], [0.03, 0.04, 0.00], [-0.04, -0.02, -0.01], [0.02, -0.01, 0.00], [0.00, 0.01, 0.01], [0.00, 0.00, 0.01], [0.01, 0.00, 0.00], [0.01, 0.01, 0.00], [0.00, 0.01, -0.02], [0.10, 0.01, 0.07], [0.05, 0.01, 0.01], [-0.06, 0.04, -0.08], [0.01, 0.01, -0.01], [0.01, -0.01, 0.00], [0.01, 0.00, -0.01], [0.08, -0.03, -0.04], [-0.02, 0.02, 0.07], [0.00, 0.01, 0.03], [0.00, -0.02, 0.00], [0.01, -0.03, 0.03], [0.00, -0.01, -0.02], [0.00, 0.00, 0.01], [0.01, -0.02, 0.00], [0.00, 0.00, 0.03], [-0.02, 0.02, -0.02], [0.01, 0.00, 0.01], [-0.01, 0.00, 0.00], [0.00, 0.01, -0.02], [0.00, 0.00, 0.00], [0.00, 0.00, -0.01], [-0.01, 0.00, 0.00], [0.06, -0.09, -0.08], [0.21, 0.24, -0.13], [-0.04, 0.02, 0.11], [0.00, -0.05, 0.03], [0.02, -0.07, 0.03], [0.17, 0.15, -0.08], [0.10, -0.04, 0.23], [-0.01, -0.08, 0.06], [0.07, 0.18, -0.06], [-0.05, -0.03, -0.02], [0.00, -0.03, -0.01], [0.00, -0.01, 0.00], [0.00, 0.02, 0.01], [0.03, 0.06, 0.02], [-0.01, -0.05, -0.11], [0.01, -0.06, -0.06], [0.04, 0.01, -0.01], [0.00, -0.04, 0.06], [-0.07, 0.06, -0.03], [-0.02, -0.02, 0.07], [0.02, 0.03, -0.01], [0.00, -0.01, 0.00], [0.01, -0.01, 0.01], [-0.01, -0.02, 0.00], [0.01, 0.03, -0.04], [-0.03, 0.00, 0.01], [-0.01, -0.01, -0.01], [0.00, 0.00, 0.01], [0.00, 0.02, -0.01], [-0.01, -0.02, 0.00], [-0.01, 0.06, -0.04], [0.01, 0.00, 0.02], [0.00, -0.01, 0.00], [0.00, 0.00, 0.00], [-0.01, -0.01, 0.00], [-0.01, 0.00, 0.00], [0.00, 0.00, 0.00], [0.00, -0.01, 0.01], [0.00, 0.01, 0.00], [0.01, 0.00, 0.00], [-0.01, -0.01, -0.01], [0.00, 0.00, -0.01], [0.00, -0.01, 0.00], [-0.01, 0.00, 0.01]],
  "lowdin_charge": [0.594, -0.331, 1.146, -0.296, -0.346, -0.649, -0.086, -0.310, 1.045, -0.261, -0.273, -0.385, 1.126, -0.358, -0.356, 0.004, 0.016, 0.016, 0.028, 0.027, -0.007, 0.037, 0.074, 0.055, 0.056, 0.089, 0.075, 0.056, 0.037, 0.024, 0.020, 0.034, 0.025, 0.000, 0.059, 0.064, 0.016, 0.015, 0.001, 0.016, 0.007, 0.010, -0.102, -0.588, -0.100, 0.080, 0.084, -0.733, -0.435, -0.012, 0.892, 0.029, 0.085, 0.016, 0.042, -0.190, 0.420, -0.648, -0.094, -0.096, -0.106, -0.671, -0.106, -0.116, -0.089, 0.046, 0.004, 0.010, 0.074, 0.091, 0.064, 0.088, 0.012, 0.089, 0.065, 0.087, 0.057, 0.051, 0.088, 0.066, 0.043, 0.064, 0.090, 0.065, 0.088, 0.082]
}